Below is one molecule with the formula C11H9ClN2O3S2, with properties calculated with wB97M-V/def2-TZVPD.

```
28
Properties=species:S:1:pos:R:3:forces:R:3:lowdin_charge:R:1
O 1.333 2.110 0.478 0.126 -0.012 0.041 0.0480
C 1.783 1.347 -0.358 -0.443 0.138 -0.096 -0.5178
N 0.930 0.659 -1.195 0.079 -0.257 -0.080 0.0116
N -0.409 0.559 -0.781 -0.422 -0.519 0.222 -0.0932
S -0.525 -0.908 0.125 -0.010 0.423 0.088 0.6791
O -0.265 -1.939 -0.835 -0.258 -0.080 -0.259 -0.2904
O 0.326 -0.847 1.277 -0.264 0.071 0.265 -0.2757
C -2.242 -0.889 0.599 0.671 0.152 -0.224 -0.2846
C -3.192 -1.342 -0.296 -0.066 -0.062 -0.087 -0.0440
C -4.530 -1.285 0.051 0.025 0.021 0.076 -0.0833
C -4.887 -0.769 1.292 0.370 -0.005 -0.074 -0.6636
Cl -6.549 -0.696 1.728 -0.231 0.010 0.059 0.7010
C -3.927 -0.315 2.188 -0.067 -0.043 -0.087 -0.0839
C -2.591 -0.376 1.833 0.049 0.022 0.117 -0.0450
C 3.204 1.179 -0.622 0.773 0.122 0.189 -0.4404
C 3.870 0.356 -1.496 -0.414 0.259 0.265 -0.1077
C 5.265 0.489 -1.406 0.260 0.051 0.050 -0.1788
C 5.641 1.403 -0.467 -0.338 0.137 0.148 -0.3988
S 4.305 2.120 0.325 -0.032 -0.385 -0.411 1.0985
H 1.229 -0.179 -1.674 0.119 0.184 -0.086 0.1229
H -0.553 1.359 -0.160 -0.055 -0.067 0.054 0.1070
H -2.868 -1.741 -1.243 -0.059 -0.062 -0.159 0.1195
H -5.292 -1.634 -0.626 -0.062 -0.027 -0.043 0.1102
H -4.226 0.078 3.147 -0.033 0.022 0.069 0.1105
H -1.812 -0.043 2.501 0.036 0.067 0.144 0.1204
H 3.385 -0.319 -2.179 -0.108 -0.130 -0.135 0.1114
H 5.959 -0.070 -2.008 0.132 -0.076 -0.082 0.1029
H 6.637 1.693 -0.196 0.220 0.044 0.037 0.0641
```
Forces are in eV/Å.

The total energy is -54867.600 eV. The highest occupied orbital energy comes out at -0.341 hartree. As for the structure (SMILES): O=C(NNS(=O)(=O)c1ccc(Cl)cc1)c1cccs1. The calculation puts the HOMO-LUMO gap at 9.324 eV.